[1]
Computed, not measured: C26H29F5N7O2PRhS as an isolated structure, with the ωB97M-V functional and the def2-TZVPD basis.

Calculated values
Gap between HOMO and LUMO (spin up / spin down) ... 7.222 / 5.252 eV
E ... -78670.4296 eV
Charge ... +1
LUMO level (spin up / spin down) ... -0.0826 / -0.2005 Ha
Multiplicity ... 5

Each line ends with the Mulliken spin population.
Geometry (Å):
1 Rh -0.371 -0.658 -0.566  0.979
2 C -3.405 -0.595 1.952  -0.004
3 O -2.241 0.005 1.372  0.044
4 C -1.734 1.095 2.011  0.080
5 C -1.903 1.373 3.354  -0.085
6 C -1.347 2.533 3.889  0.140
7 C -0.635 3.418 3.088  -0.046
8 C -0.462 3.153 1.743  0.185
9 C -0.999 1.980 1.199  -0.012
10 N -0.834 1.613 -0.109  0.744
11 N -0.448 2.384 -1.046  0.768
12 C -0.837 2.219 -2.349  0.279
13 C -1.505 1.016 -2.814  0.177
14 O -1.644 -0.018 -2.092  0.250
15 C -2.008 1.007 -4.162  0.009
16 C -1.786 2.034 -5.004  0.068
17 C -1.043 3.192 -4.582  0.070
18 C -0.776 4.245 -5.458  -0.048
19 C -0.063 5.349 -5.037  0.127
20 C 0.407 5.437 -3.718  -0.043
21 C 0.154 4.421 -2.834  0.141
22 C -0.572 3.277 -3.248  -0.006
23 H -3.136 -1.234 2.794  0.000
24 H -3.858 -1.194 1.169  0.002
25 H -4.095 0.184 2.276  0.002
26 H -2.474 0.705 3.983  0.001
27 H -1.483 2.747 4.940  0.006
28 H -0.216 4.318 3.515  0.001
29 H 0.093 3.819 1.098  0.002
30 H -2.533 0.115 -4.471  0.003
31 H -2.149 1.997 -6.023  0.004
32 H -1.136 4.185 -6.477  0.002
33 H 0.135 6.154 -5.731  0.004
34 H 0.970 6.303 -3.403  -0.001
35 H 0.517 4.471 -1.818  0.028
36 N -2.344 -5.078 -1.309  0.009
37 C -1.492 -4.047 -1.253  -0.038
38 N -0.353 -4.143 -1.930  -0.001
39 S -1.908 -2.704 -0.298  0.155
40 H -2.178 -5.879 -1.895  -0.001
41 H -3.227 -5.004 -0.835  0.003
42 H -0.150 -4.937 -2.514  0.001
43 H 0.319 -3.390 -1.902  -0.002
44 C 1.627 -1.307 4.208  -0.002
45 N 0.876 -2.451 3.694  0.000
46 C 1.823 -3.478 3.265  0.001
47 N 2.794 -3.005 2.282  0.001
48 C 3.487 -1.836 2.825  0.000
49 N 2.590 -0.762 3.256  0.003
50 C 1.925 -0.128 2.121  -0.010
51 P 0.923 -1.359 1.170  -0.057
52 C -0.013 -2.058 2.607  -0.003
53 C 2.170 -2.711 0.997  -0.001
54 H 2.173 -1.633 5.094  0.000
55 H 0.928 -0.520 4.499  0.001
56 H 1.272 -4.323 2.847  0.000
57 H 2.370 -3.820 4.144  0.000
58 H 4.178 -1.448 2.076  0.000
59 H 4.062 -2.160 3.694  0.000
60 H 2.664 0.333 1.468  -0.006
61 H 1.259 0.664 2.478  0.008
62 H -0.596 -2.915 2.263  0.000
63 H -0.707 -1.300 2.971  -0.001
64 H 2.929 -2.424 0.271  0.000
65 H 1.661 -3.601 0.614  -0.001
66 F 1.623 -2.278 -1.949  0.007
67 C 1.144 -0.967 -1.940  0.068
68 F 0.676 -0.783 -3.211  0.005
69 C 2.426 -0.102 -1.844  -0.010
70 F 3.159 -0.164 -2.953  0.002
71 F 2.127 1.182 -1.619  0.008
72 F 3.200 -0.514 -0.831  -0.004

---

[2]
Computed, not measured: C26H29F6N6O3Ta as an isolated structure, with the ωB97M-V functional and the def2-TZVPD basis.

Calculated values
Gap between HOMO and LUMO (spin up / spin down) ... 6.264 / 6.263 eV
E ... -60337.5894 eV
Charge ... +4
LUMO level (spin up / spin down) ... -0.4483 / -0.4483 Ha

Each line ends with the Löwdin charge.
Geometry (Å):
1 Ta -0.883 -0.001 -1.496  2.040
2 C -0.238 -3.343 1.628  -0.041
3 C -0.043 -2.538 0.562  -0.141
4 N -0.537 -1.275 0.444  -0.009
5 C -1.357 -0.815 1.461  -0.148
6 C -1.610 -1.585 2.634  -0.114
7 C -0.983 -2.876 2.745  0.099
8 C -2.436 -0.948 3.611  0.011
9 C -3.153 0.159 3.269  -0.035
10 C -3.060 0.814 2.047  0.032
11 C -2.064 0.412 1.167  -0.197
12 N -1.724 1.071 -0.048  -0.105
13 C -2.124 2.396 -0.470  -0.169
14 C -1.953 3.474 0.394  0.029
15 C -1.695 4.676 -0.175  -0.019
16 C -1.672 4.910 -1.538  0.057
17 C -1.788 3.830 -2.414  -0.128
18 C -1.862 3.911 -3.842  0.105
19 C -1.849 2.783 -4.636  0.017
20 C -1.836 1.513 -4.029  -0.003
21 N -1.787 1.391 -2.652  -0.100
22 C -1.982 2.539 -1.849  -0.156
23 H 0.214 -4.343 1.609  0.134
24 H 0.479 -2.920 -0.300  0.126
25 H -1.183 -3.416 3.643  0.132
26 H -2.639 -1.320 4.639  0.154
27 H -3.979 0.461 3.931  0.147
28 H -3.660 1.665 1.782  0.130
29 H -1.875 3.343 1.505  0.161
30 H -1.570 5.506 0.497  0.138
31 H -1.472 5.928 -1.943  0.165
32 H -1.739 4.893 -4.330  0.165
33 H -1.805 2.863 -5.687  0.125
34 H -1.689 0.621 -4.687  0.158
35 N 5.118 -2.478 2.783  0.198
36 C 4.555 -1.074 2.877  -0.129
37 C 3.216 -1.120 3.573  -0.281
38 N 2.470 0.145 3.726  0.027
39 H 6.134 -2.520 2.995  0.194
40 H 5.026 -2.921 1.861  0.177
41 H 4.671 -3.119 3.447  0.170
42 H 4.502 -0.666 1.902  0.101
43 H 5.280 -0.505 3.479  0.153
44 H 3.373 -1.517 4.585  0.130
45 H 2.514 -1.838 3.100  0.110
46 H 2.324 0.597 2.820  0.050
47 H 3.041 0.803 4.253  0.090
48 N -3.962 -3.885 -0.800  0.237
49 C -2.634 -3.708 -1.570  0.037
50 C -2.333 -2.180 -1.670  -0.512
51 O -1.278 -1.789 -2.404  -0.142
52 O -3.068 -1.302 -1.162  0.032
53 H -3.785 -4.456 0.005  0.168
54 H -4.732 -4.217 -1.381  0.190
55 H -4.287 -2.946 -0.506  0.165
56 H -2.847 -4.198 -2.529  0.163
57 H -1.844 -4.264 -1.027  0.149
58 C 3.295 -0.025 -2.283  0.030
59 C 2.245 0.891 -1.779  -0.356
60 O 0.968 0.266 -1.720  -0.246
61 C 2.157 1.944 -2.958  -0.483
62 F 3.425 2.325 -3.207  0.180
63 F 1.397 3.032 -2.711  0.174
64 F 1.642 1.201 -4.010  0.121
65 C 2.522 1.528 -0.380  -0.478
66 F 1.494 2.344 0.058  0.130
67 F 3.614 2.259 -0.258  0.217
68 F 2.728 0.480 0.498  0.093
69 H 2.870 -0.577 -3.139  0.127
70 H 3.499 -0.754 -1.433  0.123
71 H 4.244 0.463 -2.507  0.127

---

[3]
Computed, not measured: one molecule with the formula C26H29FN4O3, with the ωB97M-V functional and the def2-TZVPD basis.

Calculated values
Gap between HOMO and LUMO ... 7.983 eV
Relative energy (zero: lowest compared OMol25 entry of this formula, charge and spin) ... 4.42 kcal per mole
E ... -42253.8394 eV
Charge ... 0
Structure (SMILES) ... CCn1cc(/C=C(\NC(=O)c2ccccc2F)C(=O)NCCN2CCOCC2)c2ccccc21
LUMO level ... 0.0194 Ha

Each line ends with the natural charge from an NBO analysis.
Geometry (Å):
1 C 5.003 -1.209 -1.409  -0.614
2 C 4.402 -0.171 -2.357  -0.199
3 N 2.965 -0.191 -2.308  -0.361
4 C 2.198 0.587 -1.499  0.039
5 C 0.879 0.206 -1.553  -0.139
6 C -0.194 0.791 -0.788  -0.164
7 C -1.219 0.119 -0.230  0.053
8 N -1.341 -1.275 -0.238  -0.628
9 C -0.319 -2.149 -0.039  0.676
10 O 0.823 -1.818 0.209  -0.596
11 C -0.683 -3.588 -0.236  -0.233
12 C 0.248 -4.393 -0.889  -0.135
13 C -0.005 -5.730 -1.126  -0.233
14 C -1.193 -6.299 -0.692  -0.181
15 C -2.123 -5.528 -0.019  -0.307
16 C -1.860 -4.188 0.196  0.474
17 F -2.781 -3.464 0.871  -0.334
18 C -2.424 0.757 0.375  0.654
19 O -3.471 0.134 0.464  -0.643
20 N -2.302 2.048 0.758  -0.612
21 C -3.336 2.725 1.502  -0.232
22 C -2.861 2.973 2.937  -0.221
23 N -1.572 3.648 2.925  -0.464
24 C -0.773 3.387 4.111  -0.247
25 C 0.607 4.017 3.923  -0.073
26 O 0.516 5.406 3.706  -0.520
27 C -0.283 5.677 2.580  -0.071
28 C -1.685 5.084 2.732  -0.256
29 C 0.823 -0.877 -2.494  -0.093
30 C -0.210 -1.636 -3.039  -0.194
31 C 0.103 -2.630 -3.940  -0.234
32 C 1.422 -2.871 -4.326  -0.224
33 C 2.460 -2.107 -3.836  -0.258
34 C 2.153 -1.106 -2.924  0.205
35 H 6.089 -1.158 -1.434  0.211
36 H 4.661 -1.028 -0.393  0.217
37 H 4.690 -2.209 -1.699  0.214
38 H 4.723 -0.369 -3.384  0.202
39 H 4.741 0.830 -2.078  0.205
40 H 2.647 1.353 -0.895  0.207
41 H -0.141 1.863 -0.657  0.207
42 H -2.306 -1.577 -0.131  0.443
43 H 1.170 -3.934 -1.213  0.238
44 H 0.724 -6.331 -1.645  0.217
45 H -1.394 -7.344 -0.871  0.217
46 H -3.049 -5.947 0.343  0.229
47 H -1.383 2.448 0.877  0.411
48 H -3.578 3.668 1.003  0.188
49 H -4.220 2.084 1.499  0.244
50 H -3.624 3.539 3.494  0.179
51 H -2.730 2.005 3.426  0.206
52 H -0.663 2.308 4.237  0.209
53 H -1.242 3.807 5.018  0.170
54 H 1.217 3.886 4.819  0.197
55 H 1.107 3.538 3.068  0.163
56 H -0.331 6.763 2.492  0.196
57 H 0.189 5.257 1.678  0.161
58 H -2.262 5.286 1.829  0.204
59 H -2.189 5.564 3.590  0.172
60 H -1.237 -1.444 -2.771  0.223
61 H -0.685 -3.238 -4.361  0.213
62 H 1.630 -3.663 -5.031  0.211
63 H 3.476 -2.285 -4.157  0.210